No. 1
Here is a 2-piece molecular cluster, C14H16 overall from OMol25. Energies are from wB97M-V/def2-TZVPD.

Geometry as XYZ:
```
30
Properties=species:S:1:pos:R:3:mulliken_charge:R:1
C -1.56 1.26 -3.22 -1.269
C -2.28 -1.23 -0.47 -0.393
C -2.29 -0.06 -1.15 -0.468
C -1.59 -2.37 -0.88 -0.483
C -1.52 -0.03 -2.44 0.918
C -0.97 -2.35 -2.14 -0.192
C -0.94 -1.18 -2.90 -0.357
H -2.80 -1.33 0.47 0.392
H -2.95 0.77 -0.95 0.406
H -1.54 -3.24 -0.24 0.485
H -0.44 -3.19 -2.56 0.391
H -1.60 0.98 -4.28 0.391
H -0.61 1.79 -3.11 0.315
H -0.34 -1.09 -3.79 0.432
H -2.47 1.78 -2.94 0.396
C 2.16 2.80 2.27 -1.237
C 1.31 0.84 0.94 -0.859
C 1.61 1.36 2.21 0.787
C 0.90 -0.49 0.76 -0.050
C 1.67 0.46 3.24 -0.439
C 1.16 -1.42 1.79 -0.755
C 1.50 -0.91 3.02 -0.210
H 1.31 1.52 0.11 0.236
H 0.45 -0.67 -0.21 0.411
H 3.16 2.68 2.68 0.318
H 1.54 3.45 2.87 0.322
H 2.01 0.81 4.21 0.355
H 1.15 -2.49 1.61 0.425
H 1.68 -1.58 3.85 0.365
H 2.28 3.12 1.24 0.366
```

Computed properties:
**Highest occupied orbital energy (spin up / spin down)**: -11.69 / -11.67 eV
**Multiplicity**: 2
**Molar mass**: 184.3 g/mol
**ΔE to the lowest compared entry with this formula, charge and spin**: 18.9 kcal per mole
**E**: -14768.25709 eV
**<S²>**: 0.768
**Charge**: +1

=====

No. 2
Here is a 7-piece molecular cluster, C38H50BN8S overall from OMol25. Energies are from wB97M-V/def2-TZVPD.

Geometry as XYZ:
```
98
Properties=species:S:1:pos:R:3:mulliken_charge:R:1
C -3.63 4.10 1.37 -1.157
C -3.10 3.03 2.31 -0.501
C -2.21 1.95 1.61 -0.534
N -1.73 2.36 0.29 -0.231
B -0.22 2.63 0.21 0.448
C 0.14 2.97 -1.40 -0.624
C -0.63 4.10 -1.95 0.008
N -1.74 4.05 -2.56 -0.797
C 0.22 3.88 1.20 -0.364
C 1.72 4.01 1.41 -0.783
C 2.48 4.86 0.42 -0.574
S 1.68 6.48 0.16 -0.350
H -4.33 4.75 1.90 0.427
H -4.15 3.68 0.52 0.297
H -2.84 4.73 0.99 0.128
H -2.48 3.55 3.04 0.213
H -3.96 2.57 2.79 0.408
H -1.35 1.78 2.26 0.115
H -2.79 1.03 1.56 0.476
H -1.98 1.63 -0.38 0.082
H 0.48 1.65 0.50 -0.327
H 1.20 3.08 -1.57 0.181
H -0.17 2.08 -1.96 0.154
H -0.22 5.10 -1.80 0.335
H -2.02 3.07 -2.62 0.301
H -0.23 3.76 2.18 -0.111
H -0.22 4.80 0.79 0.353
H 2.16 3.01 1.34 0.154
H 1.97 4.37 2.41 0.346
H 3.47 5.06 0.82 0.468
H 2.63 4.39 -0.54 0.343
H 2.70 7.33 -0.05 0.079
N -3.27 -1.62 2.29 -0.521
C -2.93 -1.55 3.58 -0.227
C -1.94 -2.32 4.16 -0.523
C -1.25 -3.22 3.37 -0.293
C -1.59 -3.31 2.03 -0.531
C -2.60 -2.50 1.54 -0.345
H -3.48 -0.82 4.16 0.338
H -1.71 -2.21 5.22 0.403
H -0.47 -3.84 3.78 0.587
H -1.08 -4.00 1.37 0.742
H -2.89 -2.53 0.50 0.388
N 0.67 -2.05 -1.74 -0.323
C 1.72 -2.33 -2.52 -0.049
C 2.91 -2.84 -2.04 -0.615
C 3.03 -3.08 -0.68 -0.279
C 1.95 -2.80 0.14 -0.579
C 0.80 -2.28 -0.44 -0.367
H 1.58 -2.12 -3.57 0.207
H 3.73 -3.06 -2.72 0.403
H 3.95 -3.48 -0.26 0.394
H 2.00 -2.97 1.21 0.435
H -0.07 -2.04 0.16 0.702
N 0.32 -0.76 -5.25 -0.242
C 0.52 0.18 -6.17 -0.311
C -0.01 0.10 -7.46 -0.420
C -0.78 -0.99 -7.79 -0.247
C -1.00 -1.97 -6.83 -0.674
C -0.43 -1.80 -5.58 -0.096
H 1.13 1.02 -5.87 0.383
H 0.19 0.89 -8.17 0.356
H -1.21 -1.08 -8.78 0.356
H -1.61 -2.84 -7.05 0.367
H -0.59 -2.53 -4.79 0.506
N -0.15 -6.43 -1.67 -0.452
C 0.05 -5.51 -2.61 0.158
C -0.46 -5.62 -3.90 -0.231
C -1.21 -6.73 -4.23 -0.493
C -1.43 -7.70 -3.26 -0.434
C -0.88 -7.50 -2.00 -0.159
H 0.64 -4.66 -2.32 0.179
H -0.26 -4.84 -4.63 0.429
H -1.62 -6.85 -5.22 0.385
H -2.01 -8.58 -3.47 0.372
H -1.03 -8.23 -1.21 0.325
N -0.61 -9.42 3.90 -0.550
C -0.85 -8.44 3.04 -0.315
C -1.38 -7.21 3.40 -0.204
C -1.67 -6.99 4.73 -0.249
C -1.43 -8.00 5.65 -0.404
C -0.89 -9.19 5.18 -0.199
H -0.61 -8.65 2.00 0.425
H -1.56 -6.45 2.65 0.346
H -2.09 -6.04 5.05 0.438
H -1.64 -7.87 6.70 0.359
H -0.68 -10.01 5.86 0.354
N 4.72 8.92 3.11 -0.562
C 5.34 10.10 3.08 -0.190
C 4.87 11.20 2.40 -0.313
C 3.68 11.08 1.70 -0.314
C 3.01 9.87 1.72 -0.355
C 3.58 8.82 2.44 -0.213
H 6.27 10.15 3.64 0.347
H 5.42 12.14 2.41 0.344
H 3.27 11.92 1.15 0.362
H 2.08 9.72 1.19 0.376
H 3.09 7.85 2.47 0.547
```

Computed properties:
**Highest occupied orbital energy**: -3.71 eV
**Multiplicity**: 1
**Molar mass**: 661.8 g/mol
**ΔE to the lowest compared entry with this formula, charge and spin**: 12.1 kcal per mole
**E**: -63649.22798 eV
**Charge**: -1

=====

No. 3
Here is an isolated molecule of C3H3ClFNO2 from OMol25. Energies are from wB97M-V/def2-TZVPD.

Geometry as XYZ:
```
11
Properties=species:S:1:pos:R:3:mulliken_charge:R:1
C 0.34 -0.65 0.15 0.494
C -1.12 -0.35 0.08 0.096
C -1.52 0.88 0.26 -0.079
H 2.62 -0.81 0.12 0.360
H 0.96 0.82 -1.15 0.278
H -0.85 1.73 0.50 0.392
N 1.19 0.34 -0.29 -0.148
O 2.58 0.10 -0.28 -0.401
O 0.75 -1.67 0.76 -0.628
F -2.79 1.27 0.16 -0.227
Cl -2.16 -1.66 -0.30 -0.135
```

Computed properties:
**Highest occupied orbital energy**: -10.15 eV
**SMILES string**: O=C(NO)/C(Cl)=C/F
**Multiplicity**: 1
**Molar mass**: 139.5 g/mol
**ΔE to the lowest compared entry with this formula, charge and spin**: 54.7 kcal per mole
**E**: -23982.36814 eV

=====

No. 4
Here is C62H44CdN9 as an isolated structure from OMol25. Energies are from wB97M-V/def2-TZVPD.

Geometry as XYZ:
```
116
Properties=species:S:1:pos:R:3:mulliken_charge:R:1
Cd 0.25 0.38 -0.16 3.402
C -4.02 2.49 -6.41 -0.375
C -3.97 3.26 -5.25 -0.970
C -3.24 2.83 -4.16 -0.189
C -2.51 1.64 -4.19 0.244
C -2.58 0.87 -5.36 -0.097
C -3.32 1.29 -6.45 -0.834
C -1.69 1.22 -3.03 1.449
C -2.38 1.15 -1.77 -1.322
C -3.78 1.11 -1.58 -1.426
C -4.00 1.04 -0.21 -1.658
C -2.74 1.05 0.41 0.292
N -1.78 1.10 -0.53 1.311
C -2.38 0.92 1.90 2.149
C -1.84 -0.50 2.00 0.494
C -2.51 -1.69 2.34 -1.107
C -1.59 -2.72 2.19 -1.902
C -0.40 -2.14 1.71 -1.578
C 0.82 -2.82 1.41 2.272
C 1.03 -4.13 2.08 0.001
C 1.45 -5.25 1.35 -0.413
C 1.64 -6.48 1.97 -0.851
C 1.41 -6.62 3.33 -0.466
C 0.99 -5.52 4.06 -0.917
C 0.79 -4.30 3.44 -0.314
C 1.80 -2.37 0.54 -0.491
N 1.62 -1.37 -0.39 -1.005
C 2.73 -1.28 -1.15 -0.217
C 2.84 -0.48 -2.33 1.964
C 4.12 -0.42 -3.08 -0.208
C 4.86 -1.56 -3.41 -0.544
C 6.08 -1.48 -4.07 -0.790
C 6.61 -0.25 -4.44 -0.493
C 5.86 0.90 -4.17 -1.026
C 4.65 0.81 -3.51 0.285
C 1.73 0.21 -2.91 0.191
C 1.66 0.73 -4.27 -1.737
C 0.39 1.15 -4.48 -1.284
C -0.35 0.93 -3.26 -0.135
N 0.52 0.36 -2.33 -0.538
C 3.74 -2.18 -0.59 -1.356
C 3.15 -2.87 0.42 -1.560
N -0.59 -0.77 1.58 1.653
C -3.64 1.20 2.74 0.174
C -4.42 2.33 2.43 -0.416
C -5.51 2.69 3.21 -1.016
C -5.86 1.93 4.31 -0.647
C -5.11 0.81 4.63 -1.287
C -4.02 0.45 3.85 -0.495
H -4.59 2.82 -7.27 0.379
H -4.52 4.19 -5.21 0.367
H -3.21 3.43 -3.25 0.412
H -2.05 -0.08 -5.39 0.496
H -3.36 0.67 -7.34 0.364
H -4.52 1.10 -2.36 0.603
H -4.96 0.97 0.29 0.675
H -3.54 -1.79 2.65 0.937
H -1.76 -3.77 2.36 0.600
H 1.60 -5.15 0.28 0.519
H 1.95 -7.33 1.38 0.373
H 1.55 -7.58 3.81 0.373
H 0.80 -5.62 5.13 0.417
H 0.46 -3.44 4.02 0.637
H 4.45 -2.54 -3.18 0.590
H 6.62 -2.39 -4.31 0.384
H 7.56 -0.18 -4.94 0.377
H 6.24 1.87 -4.48 0.390
H 4.07 1.70 -3.31 0.570
H 2.46 0.72 -5.00 0.546
H 0.00 1.60 -5.38 0.554
H 4.76 -2.27 -0.91 0.665
H 3.61 -3.63 1.03 0.635
H -4.17 2.92 1.56 0.291
H -6.08 3.57 2.95 0.402
H -6.71 2.22 4.93 0.383
H -5.37 0.20 5.49 0.422
H -3.44 -0.42 4.12 0.735
N 1.72 -0.13 3.55 -0.028
C 0.70 -0.13 4.49 0.135
C 0.75 -1.02 5.58 -0.825
C -0.18 -0.96 6.60 -0.692
C -1.18 0.01 6.57 -1.008
C -1.24 0.88 5.49 0.103
C -0.35 0.80 4.42 0.462
C -0.40 1.87 3.37 0.255
C 0.49 2.92 3.60 -0.067
C 0.45 4.10 2.88 -1.108
C -0.51 4.24 1.89 -0.889
C -1.36 3.19 1.61 0.596
C -1.33 1.99 2.31 -0.864
H 2.17 -1.02 3.43 0.484
H 1.42 0.24 2.66 -0.502
H 1.56 -1.75 5.61 0.538
H -0.11 -1.65 7.43 0.401
H -1.90 0.09 7.38 0.401
H -2.00 1.64 5.46 0.531
H 1.22 2.80 4.40 0.443
H 1.15 4.90 3.09 0.392
H -0.57 5.16 1.31 0.376
H -2.05 3.29 0.78 0.196
N 4.27 2.40 -0.42 0.192
C 4.71 1.52 0.54 -1.113
C 3.59 1.00 1.09 -0.345
N 2.47 1.54 0.50 -0.041
C 2.91 2.36 -0.43 -0.346
C 2.08 3.11 -1.35 -0.100
N 0.78 3.20 -1.26 0.278
C 0.38 3.96 -2.33 -0.320
C 1.45 4.34 -3.07 -0.991
N 2.55 3.79 -2.44 -0.003
H 4.86 2.90 -1.06 0.229
H 5.76 1.35 0.73 0.423
H 3.51 0.28 1.89 0.400
H -0.67 4.18 -2.50 0.432
H 1.54 4.90 -3.99 0.434
H 3.48 3.79 -2.81 0.228
```

Computed properties:
**Highest occupied orbital energy**: -3.06 eV
**Multiplicity**: 1
**Molar mass**: 1027.5 g/mol
**ΔE to the lowest compared entry with this formula, charge and spin**: 0.0 kcal per mole
**E**: -82988.04533 eV
**Charge**: -1

=====

No. 5
Here is an isolated ion of composition C5H12NO2 and charge -1 from OMol25. Energies are from wB97M-V/def2-TZVPD.

Geometry as XYZ:
```
20
Properties=species:S:1:pos:R:3:mulliken_charge:R:1
C 0.93 0.11 -2.03 -1.269
C 0.35 -0.22 -0.58 0.361
C 1.30 0.22 0.62 -0.664
C 0.60 -0.36 1.95 -0.078
O 1.06 0.81 2.83 -0.589
N -0.97 0.31 -0.45 -0.336
C -2.44 -0.51 -0.35 -0.335
O -3.22 0.26 -1.03 -0.880
H 0.14 0.27 -2.78 0.415
H 1.58 1.02 -1.94 0.296
H 1.68 -0.71 -2.40 0.269
H 0.31 -1.45 -0.48 0.102
H 2.17 -0.34 0.30 0.214
H 1.55 1.41 0.73 0.249
H -0.47 -0.34 1.98 0.080
H 0.93 -1.22 2.55 0.271
H 0.81 1.57 2.37 0.304
H -1.31 1.04 -1.10 0.175
H -2.38 -1.45 -0.89 0.194
H -2.62 -0.43 0.70 0.220
```

Computed properties:
**Highest occupied orbital energy**: -2.79 eV
**SMILES string**: C[C@@H](CCO)NC[O-]
**Multiplicity**: 1
**Molar mass**: 118.2 g/mol
**ΔE to the lowest compared entry with this formula, charge and spin**: 124.4 kcal per mole
**E**: -10961.59642 eV
**Charge**: -1

=====

No. 6
Here is a 4-piece molecular cluster, C5H8N2O overall from OMol25. Energies are from wB97M-V/def2-TZVPD.

Geometry as XYZ:
```
16
Properties=species:S:1:pos:R:3:mulliken_charge:R:1
C 0.57 0.24 2.45 -0.561
C -0.15 0.62 0.04 -0.404
C -0.55 0.88 -2.03 -0.618
C -0.45 -0.35 -1.85 -0.389
C -0.03 -0.50 -0.56 0.838
H -0.30 -1.01 2.22 0.215
H 0.16 1.35 3.32 0.247
H 2.02 -0.33 3.04 0.231
H -0.26 2.67 -0.85 0.288
H -0.88 1.30 -2.92 0.439
H -1.08 -1.17 -2.51 0.176
H -0.52 -2.29 0.30 0.282
H 0.94 -2.33 -0.86 0.310
N -0.26 1.58 -0.93 -0.053
N 0.40 -1.79 -0.06 -0.608
O 0.40 1.14 1.21 -0.392
```

Computed properties:
**Highest occupied orbital energy**: -7.91 eV
**Multiplicity**: 1
**Molar mass**: 112.1 g/mol
**ΔE to the lowest compared entry with this formula, charge and spin**: 224.9 kcal per mole
**E**: -10332.97147 eV

=====

No. 7
Here is C40H38N3P2ReS as an isolated structure from OMol25. Energies are from wB97M-V/def2-TZVPD.

Geometry as XYZ:
```
85
Properties=species:S:1:pos:R:3:mulliken_charge:R:1
Re 1.44 1.14 -0.03 0.291
C 6.00 -1.23 -0.68 -0.550
C 6.36 -0.10 0.06 -0.696
C 5.48 0.96 0.19 -0.587
C 4.23 0.88 -0.42 0.696
C 3.87 -0.25 -1.19 -0.104
C 4.76 -1.29 -1.32 -0.975
N 3.29 1.91 -0.35 0.686
N 3.60 3.12 -0.39 -0.877
C 2.53 3.94 -0.27 0.307
C 2.65 5.32 -0.37 -0.493
C 1.51 6.10 -0.26 -0.584
C 0.29 5.49 0.00 -0.929
C 0.17 4.11 0.10 0.205
C 1.26 3.27 -0.06 0.445
H 6.70 -2.03 -0.80 0.486
H 7.34 -0.04 0.50 0.482
H 5.76 1.84 0.74 0.547
H 2.94 -0.23 -1.77 0.704
H 4.52 -2.13 -1.95 0.507
H 3.63 5.74 -0.54 0.540
H 1.57 7.17 -0.37 0.445
H -0.60 6.10 0.11 0.490
H -0.81 3.69 0.29 0.276
C -5.26 -3.42 -1.55 -0.749
S -4.64 -3.92 0.06 -0.013
C -3.06 -3.01 0.21 -0.343
C -3.24 -1.71 1.01 -0.700
C -1.93 -1.22 1.64 -0.683
N -0.99 -0.59 0.70 0.711
P -1.02 0.90 -0.16 0.302
C -1.25 0.51 -1.92 1.271
C -2.39 -0.16 -2.37 -0.176
C -2.59 -0.34 -3.73 -0.847
C -1.68 0.17 -4.64 -0.810
C -0.55 0.84 -4.20 -0.869
C -0.33 1.00 -2.84 -0.734
C -2.48 1.87 0.28 0.544
C -3.01 1.92 1.57 -0.441
C -4.19 2.61 1.80 -0.913
C -4.82 3.29 0.77 -0.620
C -4.24 3.32 -0.49 -0.846
C -3.08 2.61 -0.74 -0.432
P 0.67 -1.09 0.61 0.474
C 0.62 -2.87 0.32 1.104
C 0.71 -3.82 1.34 -0.207
C 0.62 -5.16 1.01 -0.809
C 0.47 -5.55 -0.31 -0.644
C 0.38 -4.61 -1.32 -0.775
C 0.47 -3.27 -1.01 -0.778
C 1.46 -0.73 2.21 0.827
C 2.66 -1.37 2.51 -0.737
C 3.43 -0.93 3.57 -0.789
C 3.02 0.16 4.32 -0.653
C 1.83 0.81 4.02 -0.857
C 1.05 0.38 2.96 -0.205
H -6.09 -4.08 -1.79 0.385
H -4.48 -3.52 -2.30 0.227
H -5.62 -2.39 -1.50 0.239
H -2.64 -2.84 -0.79 0.031
H -2.41 -3.68 0.76 0.208
H -3.93 -1.91 1.83 0.604
H -3.67 -0.91 0.40 0.078
H -1.40 -2.07 2.09 0.827
H -2.18 -0.54 2.45 0.403
H -3.11 -0.52 -1.65 0.436
H -3.47 -0.85 -4.08 0.506
H -1.86 0.07 -5.69 0.428
H 0.15 1.25 -4.91 0.490
H 0.55 1.55 -2.48 0.308
H -2.52 1.43 2.40 0.251
H -4.62 2.62 2.79 0.494
H -5.74 3.82 0.95 0.472
H -4.71 3.89 -1.29 0.505
H -2.64 2.63 -1.73 0.594
H 0.85 -3.51 2.37 0.431
H 0.69 -5.90 1.80 0.491
H 0.43 -6.60 -0.55 0.479
H 0.27 -4.92 -2.35 0.521
H 0.44 -2.51 -1.79 0.348
H 2.99 -2.21 1.90 0.563
H 4.35 -1.44 3.81 0.506
H 3.63 0.51 5.14 0.466
H 1.51 1.66 4.61 0.528
H 0.11 0.88 2.74 0.265
```

Computed properties:
**Highest occupied orbital energy (spin up / spin down)**: -14.42 / -14.43 eV
**Multiplicity**: 4
**Molar mass**: 841.0 g/mol
**E**: -78081.16330 eV
**<S²>**: 3.877
**Charge**: +3

=====

No. 8
Here is a 2-piece molecular cluster, C3H7INO2S overall from OMol25. Energies are from wB97M-V/def2-TZVPD.

Geometry as XYZ:
```
15
Properties=species:S:1:pos:R:3:mulliken_charge:R:1
C 1.88 1.48 -0.16 -0.927
C 0.03 -1.72 -0.49 -0.791
C 1.22 0.21 0.14 0.253
N 0.96 -0.59 -0.78 -0.507
O -1.95 -0.54 1.62 -0.565
O -2.27 1.65 0.75 -0.563
S -2.06 0.27 0.37 0.576
I -4.24 -0.46 -0.69 -0.471
H 1.33 2.25 0.51 0.246
H 2.94 1.42 0.16 0.266
H 1.92 1.88 -1.20 0.263
H -0.51 -1.69 0.39 0.376
H -0.76 -1.61 -1.34 0.191
H 0.48 -2.70 -0.56 0.352
H 1.03 0.17 1.28 0.302
```

Computed properties:
**Highest occupied orbital energy**: -4.24 eV
**Multiplicity**: 1
**Molar mass**: 248.1 g/mol
**ΔE to the lowest compared entry with this formula, charge and spin**: 26.1 kcal per mole
**E**: -27746.48442 eV
**Charge**: -1